A structure of composition C27H28N6O3Pd, computed with wB97M-V/def2-TZVPD.

XYZ file:
```
65
Properties=species:S:1:pos:R:3:forces:R:3
Pd 1.0266 -0.4842 1.0852 0.05 0.00 0.29
C 2.0953 -4.2175 2.9188 0.00 0.00 -0.02
O 0.8684 -4.3126 3.6360 0.00 -0.01 0.02
C 0.3776 -3.1377 4.1430 0.00 -0.02 0.01
C 0.1115 -3.0803 5.4923 0.01 0.00 -0.02
C -0.4574 -1.9451 6.0751 -0.01 0.02 0.00
C -0.7538 -0.8674 5.2759 0.00 -0.01 0.02
C -0.4686 -0.8902 3.9033 -0.01 0.02 -0.02
C -0.9503 0.1958 3.0757 0.03 -0.03 0.03
N -0.5086 0.5011 1.9156 -0.06 0.00 -0.09
N -1.2167 1.4455 1.1860 -0.02 0.01 0.01
C -1.6693 0.9441 0.0458 0.17 0.05 -0.09
O -1.4910 -0.2155 -0.4030 0.03 -0.04 0.00
C -2.4714 1.9212 -0.7731 -0.04 0.00 0.02
C -2.5644 3.2693 -0.4379 -0.01 0.01 0.00
C -3.2843 4.1423 -1.2398 0.00 0.00 -0.01
C -3.9338 3.6730 -2.3749 0.00 0.01 0.00
C -3.8597 2.3262 -2.7018 0.00 0.00 -0.01
C -3.1266 1.4578 -1.9067 0.01 0.01 -0.01
C 0.0950 -2.0360 3.2934 -0.01 -0.01 -0.07
O 0.3017 -2.1401 2.0043 -0.03 0.01 0.01
H 2.5318 -5.2148 2.9254 0.00 0.00 0.00
H 2.7797 -3.5235 3.4150 0.00 0.00 0.01
H 1.9327 -3.8824 1.8968 0.00 0.00 0.01
H 0.3512 -3.9523 6.0881 0.00 0.00 0.00
H -0.6663 -1.9231 7.1357 0.00 0.00 0.00
H -1.2201 0.0160 5.6966 0.00 0.00 0.00
H -1.8072 0.7713 3.4193 0.01 0.01 0.00
H -2.0734 3.6217 0.4595 0.00 -0.01 0.00
H -3.3468 5.1906 -0.9754 0.00 0.00 0.00
H -4.5005 4.3544 -2.9971 0.00 0.00 0.00
H -4.3699 1.9539 -3.5817 0.00 0.00 0.00
H -3.0333 0.4096 -2.1569 -0.01 0.00 0.01
N -0.6534 -2.5633 -1.5323 -0.02 0.12 -0.03
C 0.2386 -3.4895 -1.8444 0.10 -0.03 0.00
N -0.1335 -4.5051 -2.6514 -0.01 0.03 -0.02
N 1.5115 -3.5123 -1.4484 -0.05 0.00 0.04
C 1.9109 -2.6055 -0.6229 -0.11 0.04 -0.06
N 2.3180 -1.8016 0.1147 0.18 0.03 -0.09
H -1.5921 -2.6266 -1.8868 -0.01 0.01 0.03
H -0.4775 -1.6997 -1.0091 -0.06 -0.12 0.05
H -1.0941 -4.6426 -2.9035 -0.01 -0.01 0.01
H 0.5087 -5.2700 -2.7515 0.00 0.00 0.00
C 3.4756 2.2927 -1.0580 0.01 -0.03 0.00
C 2.0282 1.9279 -0.6758 -0.04 0.10 0.06
C 1.3891 3.1775 0.0360 0.04 -0.02 -0.07
C 1.9858 1.0319 0.4775 -0.06 -0.08 -0.06
C 1.2611 1.4883 -1.9086 -0.02 0.03 0.01
C 0.3291 2.3003 -2.5410 -0.03 -0.02 0.03
C -0.2954 1.8798 -3.7084 -0.01 -0.02 0.00
C 0.0041 0.6438 -4.2560 -0.01 0.01 -0.01
C 0.9446 -0.1695 -3.6373 0.01 -0.01 0.00
C 1.5723 0.2566 -2.4794 0.00 0.00 -0.01
H 4.0268 2.6712 -0.1954 0.00 0.00 0.00
H 3.4550 3.0636 -1.8286 0.00 0.00 0.00
H 3.9994 1.4256 -1.4599 0.01 0.01 0.00
H 1.9041 3.4149 0.9683 0.01 -0.02 -0.01
H 0.3334 3.0201 0.2408 -0.03 0.01 0.02
H 1.5369 4.0199 -0.6409 -0.03 0.00 -0.01
H 2.7717 1.3149 1.1917 -0.02 0.00 0.01
H 0.0528 3.2581 -2.1218 0.00 0.00 0.00
H -1.0343 2.5186 -4.1741 0.00 0.00 0.00
H -0.4896 0.3157 -5.1619 0.00 0.00 0.00
H 1.1959 -1.1348 -4.0600 0.00 0.00 0.00
H 2.3181 -0.3720 -2.0104 0.02 -0.03 0.01
```
Positions in Å, forces in eV/Å.

The value obtained for the frontier orbital gap is 6.42 eV. Its HOMO energy is -7.33 eV. Its LUMO energy is -0.911 eV. The electronic energy is -1727.7317 Eh. The largest force on an atom comes out at 0.3 eV Å⁻¹. The calculation puts the energy above the lowest of the compared OMol25 structures with the same formula, charge and spin at 25.17 kcal/mol.

=====

A cluster of 2 separate species, C27H29BF6O4S in total at a distorted geometry, computed with wB97M-V/def2-TZVPD.

XYZ file:
```
68
Properties=species:S:1:pos:R:3:forces:R:3
C -1.0629 2.1583 0.0545 0.98 -0.37 -0.26
O -0.2886 1.1899 -0.7095 0.08 0.08 -0.28
C 0.4516 0.2044 -0.1244 0.42 0.46 1.07
C 0.5713 -1.0314 -0.7998 -1.44 0.87 0.36
C 0.8935 -2.1425 -0.0515 2.13 -0.71 0.62
C 1.6639 -2.0192 1.1334 -0.32 0.06 0.67
C 2.2963 -3.3469 1.6569 -1.76 0.89 -3.15
O 3.2451 -3.7445 0.6663 0.22 0.58 -1.07
C 4.1286 -2.6547 0.2325 -0.74 -0.50 0.51
C 1.9037 -0.7214 1.6260 0.07 -0.54 -0.41
C 1.2387 0.3519 1.0467 0.05 0.84 -0.30
H -1.8001 2.5531 -0.6490 0.14 -0.18 0.14
H -1.5566 1.6856 0.9117 0.19 0.08 -0.13
H -0.3974 2.9769 0.3598 -0.28 -0.20 0.17
H 0.4327 -1.0711 -1.8722 -0.84 -0.19 0.06
H 0.7031 -3.1166 -0.4980 0.35 0.05 0.18
H 1.4184 -4.0400 1.6485 0.76 0.41 -0.50
H 4.0860 -1.7994 0.9375 0.13 -0.49 -0.46
H 5.1549 -3.0315 0.2186 -0.26 0.00 -0.21
H 3.7857 -2.3333 -0.7581 0.27 0.05 0.17
H 2.6514 -0.5442 2.4127 -0.59 -0.16 -0.22
H 1.4092 1.3556 1.4510 -0.38 -0.36 -0.08
C 0.3041 -6.4564 4.7712 0.31 -0.27 -0.62
C 1.3161 -5.4335 4.3551 -1.17 2.44 2.58
C 1.4525 -4.1356 4.9080 -0.47 -1.40 -1.19
C 2.2518 -3.2213 4.2113 -0.20 1.79 0.54
C 2.9137 -3.5809 2.9410 1.13 -3.63 3.64
B -1.2311 -1.2993 1.0569 -0.04 -0.95 1.21
C 4.4574 -3.6419 2.9413 0.27 -0.22 0.45
C 5.1598 -4.6454 2.2420 0.34 0.32 -0.59
C 6.5264 -4.5394 2.0126 -0.02 -0.16 0.32
C 7.1957 -5.4850 1.0513 0.08 -0.56 -0.43
F 8.4984 -5.7574 1.3613 -1.05 0.25 -0.19
F 6.5396 -6.6804 0.9681 0.64 0.95 -0.07
F 7.2098 -4.9379 -0.2123 0.03 -0.55 0.85
C 7.2825 -3.5084 2.5719 -0.26 0.00 -0.07
C 6.6242 -2.6216 3.4018 0.04 -0.04 0.20
C 7.4114 -1.4877 4.0121 0.22 0.41 0.49
F 6.8722 -0.2744 3.6632 0.49 -0.83 0.35
F 7.4128 -1.5373 5.3833 0.00 0.14 -1.12
F 8.7221 -1.4716 3.6161 -1.20 0.03 0.36
C 5.2373 -2.7287 3.6472 0.11 0.36 -0.45
O -1.7073 -2.5042 0.7994 -0.40 -0.70 0.63
C -2.0378 -3.4048 2.0308 0.64 1.16 -0.31
C -2.4336 -2.5102 3.2387 -0.10 0.20 -0.52
C -3.7598 -1.8288 2.9363 -0.15 0.17 -0.23
C -2.6308 -3.3312 4.5069 0.37 -0.42 0.31
C -1.3843 -1.4183 3.4931 0.16 -0.06 -1.12
O -1.1715 -0.6203 2.1945 0.11 -0.36 0.46
S 2.3979 -5.7151 3.1160 1.79 0.84 -1.89
H -0.0168 -6.3473 5.8053 0.08 0.08 0.09
H -0.5911 -6.4107 4.1280 0.09 -0.12 0.15
H 0.7366 -7.4544 4.6227 -0.24 -0.03 0.24
H 0.9104 -3.8721 5.8197 0.11 0.06 -0.24
H 2.4497 -2.2193 4.6236 -0.05 -0.47 -0.11
H 4.6445 -5.4697 1.7648 -0.11 0.19 0.13
H 8.3453 -3.4176 2.3656 -0.24 0.01 0.06
H 4.7618 -2.0470 4.3488 0.05 0.04 -0.22
H -2.8591 -4.0392 1.6764 0.28 0.24 0.19
H -1.1181 -3.9907 2.2111 -0.41 0.26 -0.07
H -4.0626 -1.2405 3.8098 -0.12 -0.10 -0.21
H -3.6702 -1.1578 2.0791 -0.18 -0.04 0.08
H -4.5150 -2.5858 2.7112 -0.09 0.17 0.08
H -2.9495 -2.6695 5.3260 0.07 -0.19 -0.22
H -3.4134 -4.0896 4.3631 0.18 0.20 0.01
H -1.7091 -3.8392 4.8212 -0.15 0.07 -0.10
H -1.7311 -0.6555 4.1948 0.04 -0.26 -0.11
H -0.4150 -1.8374 3.8015 -0.13 0.24 -0.25
```
Positions in Å, forces in eV/Å.

The value obtained for the frontier orbital gap is 2.66 eV. Its HOMO energy is -4.45 eV. Its LUMO energy is -1.792 eV. The electronic energy is -2369.2504 Eh. The largest force on an atom comes out at 5.3 eV Å⁻¹. The calculation puts the energy above the lowest of the compared OMol25 structures with the same formula, charge and spin at 83.98 kcal/mol.

=====

A structure of composition C27H29ClHgN2O7P at a distorted geometry, computed with wB97M-V/def2-TZVPD.

XYZ file:
```
68
Properties=species:S:1:pos:R:3:forces:R:3
Hg 0.3859 -0.3030 -0.4620 0.85 0.29 -0.26
O -1.2076 1.0734 -2.4342 0.11 -0.16 0.05
C -1.6192 1.0034 -3.6186 -0.06 0.06 0.00
C -2.3441 2.1066 -4.2042 0.01 0.12 -0.02
C -2.8242 2.1038 -5.4869 0.04 -0.07 0.03
C -2.6309 0.9929 -6.3180 -0.10 -0.04 -0.20
C -1.9537 -0.0963 -5.8041 0.09 0.08 0.04
C -1.4508 -0.1350 -4.4998 -0.12 0.16 -0.03
C -0.7776 -1.3467 -4.0554 0.09 -0.26 0.00
N 0.1611 -1.4958 -3.1425 0.03 0.22 0.06
C 0.4977 -2.8214 -3.1285 -0.06 -0.08 -0.06
C -0.2406 -3.5090 -4.0422 0.04 -0.10 -0.04
N -1.0486 -2.5643 -4.6342 0.06 0.07 0.13
H -2.4784 2.9729 -3.5658 -0.02 -0.03 0.04
H -3.3552 2.9709 -5.8708 0.02 0.02 0.04
H -2.9822 0.9944 -7.3432 0.00 -0.02 0.01
H -1.7617 -0.9363 -6.4675 0.00 -0.02 0.02
H 1.2500 -3.1921 -2.4507 -0.01 -0.06 -0.01
H -0.2697 -4.5459 -4.3289 0.00 -0.01 0.04
H -1.7834 -2.7412 -5.2920 -0.04 0.04 -0.01
C -1.3649 2.9387 0.3200 0.06 -0.19 0.09
C -1.1957 2.5541 1.7603 -0.06 -0.01 -0.09
C -0.3759 3.2642 2.6185 -0.03 -0.11 0.06
C -0.2989 2.9121 3.9586 -0.06 -0.05 -0.02
Cl 0.6881 3.8721 5.0372 0.16 0.07 0.09
C -1.0143 1.8472 4.4604 0.02 0.11 -0.03
C -1.8353 1.1228 3.6069 -0.14 -0.17 -0.05
C -1.9240 1.4568 2.2609 0.04 0.32 0.15
O -2.7152 0.8481 1.3594 0.06 -0.05 -0.16
C -3.5710 -0.2037 1.7687 0.10 -0.37 0.22
C -2.8811 -1.4856 2.3379 0.13 0.17 -0.20
O -3.6376 -2.2378 2.9795 -0.11 0.04 0.04
O -1.6599 -1.6276 2.0877 -0.72 0.00 -0.07
H -0.7615 3.8104 0.0679 0.02 0.01 0.01
H -2.4156 3.1531 0.1157 0.00 0.03 -0.07
H -1.0962 2.1132 -0.3423 -0.06 0.10 -0.11
H 0.2086 4.0949 2.2438 -0.04 0.04 0.00
H -0.9275 1.5745 5.5027 0.00 -0.03 0.01
H -2.3848 0.2781 3.9974 0.00 -0.03 0.00
H -4.0981 -0.4966 0.8604 -0.03 0.01 0.04
H -4.3054 0.1570 2.4984 0.08 0.00 0.01
C 5.5066 1.2440 -1.4648 0.08 0.02 -0.04
C 5.1419 -0.0897 -1.5902 0.06 0.04 0.04
C 3.8548 -0.4934 -1.2488 -0.08 -0.14 -0.01
C 2.9227 0.4213 -0.7810 -0.77 -0.18 -0.05
C 3.2932 1.7535 -0.6668 -0.16 0.07 0.06
C 4.5767 2.1679 -1.0076 0.06 -0.01 0.04
H 6.5111 1.5614 -1.7239 -0.02 0.00 -0.01
H 5.8666 -0.8115 -1.9544 -0.03 -0.03 0.01
H 3.5855 -1.5393 -1.3586 -0.01 -0.01 -0.01
H 2.5761 2.4874 -0.3134 -0.01 0.01 0.00
H 4.8566 3.2127 -0.9159 -0.03 0.00 0.01
C -0.8419 -2.1956 5.0773 -0.05 -0.12 -0.05
O 0.2888 -1.4235 4.7114 -0.22 0.16 -0.04
P 0.7077 -1.2020 3.1341 0.97 -0.07 0.49
O 1.1473 -2.7634 2.7922 -0.03 -0.05 0.04
C 0.6483 -3.4941 1.6820 -0.03 0.15 -0.15
O 2.2116 -0.7084 3.6555 -0.10 -0.02 0.02
C 3.0647 -0.1843 2.6559 -0.03 0.04 -0.06
H -0.5097 -3.1644 5.4659 0.01 0.03 0.03
H -1.5212 -2.3752 4.2453 -0.04 0.02 -0.01
H -1.3771 -1.6639 5.8700 0.01 -0.03 -0.03
H -0.3056 -3.0937 1.3454 -0.05 -0.03 -0.02
H 0.5137 -4.5329 1.9962 0.01 0.04 0.00
H 1.3667 -3.4619 0.8552 0.02 -0.02 0.05
H 2.8606 0.8765 2.4758 0.00 -0.03 -0.03
H 2.9619 -0.7104 1.7030 0.05 0.02 0.01
H 4.0921 -0.2945 3.0099 -0.02 0.02 -0.04
```
Positions in Å, forces in eV/Å.

The value obtained for the frontier orbital gap (spin up / spin down) is 5.83 / 6.25 eV. As for the spin multiplicity: 2. Its HOMO energy (spin up / spin down) is -1.40 / -1.82 eV. Its LUMO energy (spin up / spin down) is 4.428 / 4.424 eV. The electronic energy is -2637.4656 Eh. The largest force on an atom comes out at 1.1 eV Å⁻¹. The net charge is -2. The calculation puts the energy above the lowest of the compared OMol25 structures with the same formula, charge and spin at 7.50 kcal/mol.